[1]
The following is a DFT calculation (ωB97M-V/def2-TZVPD) of a cluster of 10 separate species, C41H67F11O28 in total.

Properties
Net charge ... 0
SMILES string ... O=C1OC[C@@H](F)O1.O=C1OC[C@@H](F)O1.O=C1OC[C@@H](F)O1.O=C1OC[C@@H](F)O1.O=C1OC[C@@H](F)O1.CCOC(=O)C(F)(F)F.CCOC(=O)C(F)(F)F.COCCOCCOC.COCCOCCOC.COCCOCCOC
Multiplicity ... 1
HOMO ... -9.4816 eV
Molecular weight ... 1216.94 g mol⁻¹

Last column: Mulliken charge in e.
Element x y z (Å)
O -1.73402 2.29439 3.57994  -0.269
C -1.08595 2.89818 4.35606  0.283
O -0.38201 4.03940 4.04569  -0.214
C 0.37528 4.47759 5.24589  -0.104
C -0.21232 3.63341 6.33038  0.543
F -1.18995 4.25253 7.05497  -0.333
O -0.90658 2.61686 5.61382  -0.344
H 1.41070 4.24100 5.03274  -0.148
H 0.22040 5.56603 5.31336  0.394
H 0.53448 3.15467 7.01719  0.186
O -2.89060 -6.52338 -5.14384  -0.541
C -2.83058 -5.92310 -4.12923  0.497
O -3.86252 -5.75510 -3.33771  -0.369
C -3.47032 -5.32820 -2.03130  -0.274
C -1.95784 -5.29331 -2.16387  2.098
F -1.44109 -6.38859 -1.53954  -0.348
O -1.70885 -5.37439 -3.57929  -0.264
H -3.86284 -4.36062 -1.70920  0.222
H -3.76236 -6.08303 -1.34122  0.326
H -1.48450 -4.37370 -1.84458  -1.364
O -2.81810 -2.36840 -1.08031  -0.617
C -2.46269 -1.27923 -0.79967  0.618
O -2.64709 -0.66102 0.40878  -0.243
C -1.84035 0.49971 0.47878  1.081
C -0.99024 0.45315 -0.74221  1.701
F 0.26519 -0.09696 -0.42589  -0.518
O -1.65093 -0.41520 -1.61760  -0.034
H -2.44943 1.41141 0.43047  -1.319
H -1.35232 0.37247 1.39895  0.048
H -0.81741 1.40088 -1.23878  -0.914
O 2.60651 -3.46335 -0.05746  -0.601
C 1.99735 -3.09886 -1.01054  0.339
O 0.68440 -3.26354 -1.26923  0.129
C 0.40795 -2.83520 -2.60082  -0.110
C 1.62869 -2.04914 -3.06379  0.311
F 1.40522 -0.72224 -3.10679  -0.094
O 2.61936 -2.36273 -2.05287  -0.449
H 0.35820 -3.75127 -3.19809  -0.144
H -0.54518 -2.28081 -2.57933  0.521
H 2.07890 -2.34647 -3.93943  0.074
O -0.23153 -1.49361 -5.70603  -0.485
C 0.07188 -0.40388 -5.35949  0.504
O 1.01732 0.36505 -5.79512  -0.314
C 1.19643 1.50739 -5.01605  -0.433
C 0.10577 1.47109 -4.02610  1.195
F -0.76536 2.52755 -4.31513  -0.372
O -0.61994 0.31416 -4.32660  -0.261
H 2.21494 1.41099 -4.53190  0.250
H 1.03963 2.47328 -5.58206  0.336
H 0.22943 1.45956 -2.90730  -0.346
C -4.89666 2.88960 2.51645  -0.845
C -4.40347 3.80440 3.58640  -0.602
O -3.67845 4.87382 2.72683  -0.136
C -3.13246 5.88072 3.37438  0.385
O -3.07835 6.20226 4.52216  -0.579
C -2.46451 6.81875 2.31075  0.902
F -2.60243 8.12077 2.74937  -0.280
F -1.11168 6.57335 2.16153  -0.228
F -3.01728 6.65226 1.12896  -0.255
H -5.36932 2.01398 2.97160  0.520
H -4.05617 2.53749 1.84774  0.011
H -5.64078 3.36176 1.95952  0.459
H -3.73484 3.40725 4.32000  0.284
H -5.28853 4.36894 4.01634  0.376
C -0.02302 -4.32526 1.96948  -1.242
C -0.94067 -3.34576 1.36237  1.371
O -2.21221 -3.37415 2.10031  -0.285
C -2.37103 -2.50361 3.03747  0.323
O -1.65732 -1.69002 3.56540  -0.522
C -3.79085 -2.65104 3.63701  0.826
F -4.13924 -3.93811 3.71489  -0.263
F -3.84615 -2.03966 4.80679  -0.240
F -4.71450 -2.08643 2.85984  -0.238
H -0.34521 -5.42179 1.89741  0.278
H 0.09062 -4.14364 3.11619  0.329
H 0.91712 -4.22039 1.41691  0.268
H -1.19111 -3.69760 0.33906  -0.631
H -0.51129 -2.36592 1.47938  0.068
C -5.66800 1.06621 -0.26105  -0.798
O -4.50255 1.65285 -0.85290  0.002
C -4.68570 2.77841 -1.62847  -0.942
C -3.33023 3.07787 -2.26069  -0.337
O -2.39994 3.33499 -1.18915  0.539
C -1.51454 4.38796 -1.44230  -1.077
C -0.50435 4.33562 -0.27595  -0.071
O 0.33928 3.22341 -0.29568  -0.380
C 1.02946 3.01418 0.95048  -0.548
H -5.26045 0.33792 0.50629  0.095
H -6.34874 0.56685 -1.01321  0.300
H -6.26929 1.78638 0.29663  0.355
H -5.15340 3.58299 -0.98513  0.244
H -5.34211 2.48105 -2.38683  0.524
H -3.29857 3.91863 -2.96073  0.578
H -3.06803 2.18379 -2.77912  -0.098
H -1.87390 5.44670 -1.50874  0.412
H -0.99648 4.25771 -2.40512  0.290
H -1.17744 4.36191 0.60720  -0.175
H 0.03155 5.29883 -0.23920  0.468
H 1.71808 2.20724 0.78988  0.387
H 0.43156 2.83950 1.84244  -0.117
H 1.65321 3.87108 1.18002  0.490
C 1.07168 0.61525 3.63010  -0.722
O 1.98358 1.65621 3.94192  -0.016
C 3.19559 1.14610 4.56946  -0.765
C 3.97653 2.32752 4.98629  -0.691
O 3.40379 3.04194 6.08164  -0.229
C 4.18965 4.16205 6.31286  -0.594
C 3.62811 4.96793 7.49280  -0.699
O 2.39217 5.57968 6.93360  -0.141
C 1.96555 6.54469 7.88844  -0.897
H 1.52433 -0.43309 3.62990  0.478
H 0.74927 0.81197 2.63920  -0.216
H 0.21753 0.50940 4.27477  0.368
H 3.76053 0.58952 3.84303  0.415
H 2.88577 0.53302 5.40865  0.436
H 4.15169 2.89189 4.06988  0.312
H 4.97286 1.98607 5.30726  0.447
H 4.24893 4.83798 5.46983  0.311
H 5.23161 3.87271 6.55468  0.459
H 4.36912 5.75348 7.75535  0.405
H 3.35795 4.33849 8.28848  0.393
H 2.18295 6.25342 8.91213  0.380
H 0.83271 6.64390 7.80829  0.234
H 2.55787 7.45710 7.78312  0.311
C 3.15541 -3.75651 -6.67177  -0.984
O 2.53407 -3.77332 -5.42156  -0.280
C 2.08122 -5.02594 -4.94606  -0.036
C 3.15397 -6.04491 -4.53308  -0.919
O 3.71370 -6.62857 -5.68525  -0.231
C 5.02278 -7.06039 -5.46337  -0.448
C 5.74143 -7.18388 -6.83638  -0.734
O 5.89492 -5.88496 -7.37642  -0.292
C 5.73643 -5.85823 -8.78736  -0.671
H 2.54913 -4.11486 -7.42943  0.393
H 4.02033 -4.35470 -6.58652  0.349
H 3.43122 -2.72408 -6.85629  0.314
H 1.41892 -5.40720 -5.71918  0.417
H 1.53954 -4.87644 -4.00798  -0.048
H 2.70022 -6.78525 -3.91415  0.467
H 3.86327 -5.48469 -3.98870  0.403
H 4.98449 -8.04959 -4.95462  0.343
H 5.57714 -6.32068 -4.90369  0.355
H 5.05470 -7.71443 -7.48687  0.363
H 6.69318 -7.70202 -6.83051  0.397
H 5.71623 -4.82137 -9.12965  0.235
H 4.82849 -6.44080 -9.05148  0.326
H 6.64462 -6.33386 -9.32323  0.275


[2]
The following is a DFT calculation (ωB97M-V/def2-TZVPD) of a cluster of 6 separate species, C41H70BrF4NO17PS5 in total.

Properties
Net charge ... +1
Multiplicity ... 1
HOMO ... -10.5089 eV
Molecular weight ... 1196.21 g mol⁻¹

Last column: Mulliken charge in e.
Element x y z (Å)
C -2.79181 3.70854 1.02778  -0.982
C -2.36755 2.84634 -0.19189  0.121
O -2.50114 1.49218 0.23311  -0.421
C -2.16253 0.58525 -0.78336  -1.150
C -1.39270 -0.62719 -0.11312  -1.173
C -0.24963 -1.17579 -0.95058  1.851
C -0.54293 -2.36251 -1.62672  0.479
C -1.88733 -3.07185 -1.58699  -0.396
C -3.08337 -2.17931 -2.05467  -1.940
C -2.19079 -3.74152 -0.17998  -0.894
C -1.01626 -3.69339 0.81459  -1.444
C 0.44493 -2.93435 -2.38904  0.175
C 0.26412 -4.21157 -3.21322  -0.892
O 0.31614 -4.11526 -4.37988  -0.476
O -0.00584 -5.43701 -2.68074  -0.291
C 0.90570 -5.88117 -1.67243  0.204
C 0.07950 -6.49043 -0.50812  0.089
O 0.43558 -6.52024 0.58543  -0.406
Br -1.67788 -7.18929 -1.05554  -0.156
C 1.68730 -2.31024 -2.44711  0.943
P 2.99567 -3.12001 -3.56004  0.605
O 2.59108 -2.90011 -5.13708  -0.498
O 3.15718 -4.71134 -3.17964  -0.502
C 1.93765 -1.18005 -1.75872  0.033
C 3.37042 -0.63484 -1.87695  0.716
F 3.73041 0.37890 -1.07352  -0.223
F 4.22755 -1.60980 -1.54044  -0.338
C 3.65733 -0.13381 -3.34846  -0.023
F 4.34298 1.00267 -3.33755  -0.313
F 2.50480 0.01486 -4.03188  -0.265
N 0.95568 -0.61325 -1.04464  0.099
C 1.27445 0.65944 -0.36023  -1.502
C 2.04658 0.42676 0.98137  0.536
C 2.96959 1.60299 1.35822  -1.328
O 1.16163 0.11023 2.03525  -0.612
H -1.89614 4.05963 1.53362  0.108
H -3.40189 3.13949 1.73320  0.354
H -3.31711 4.58261 0.63513  0.221
H -3.03126 3.10591 -1.01860  0.311
H -1.33199 3.11768 -0.44528  0.124
H -3.05758 0.17346 -1.25229  0.573
H -1.48978 1.02424 -1.53527  0.451
H -2.14195 -1.38743 0.07766  0.083
H -1.00446 -0.29453 0.85643  0.788
H -1.92595 -3.91273 -2.28938  1.016
H -3.81183 -2.76449 -2.61944  0.405
H -3.57515 -1.66646 -1.22990  0.510
H -2.66173 -1.44941 -2.75932  0.372
H -3.02257 -3.15590 0.23747  0.710
H -2.58459 -4.74931 -0.29942  0.114
H -0.90689 -2.71087 1.28806  0.287
H -1.25131 -4.38195 1.63613  0.449
H -0.05548 -4.00518 0.40109  0.277
H 1.50621 -6.72326 -2.04153  0.524
H 1.59906 -5.11622 -1.31885  0.136
H 1.72327 -2.46886 -5.19788  0.417
H 4.06741 -4.78086 -2.84561  0.338
H 4.27687 -0.89585 -3.83515  0.434
H 0.42978 1.30890 -0.11387  0.205
H 1.85542 1.25008 -1.07191  0.532
H 2.69850 -0.44502 0.79245  0.398
H 2.48103 2.58071 1.30042  0.023
H 3.24294 1.44311 2.40399  0.403
H 3.84720 1.61355 0.70820  0.362
H 1.08898 -0.84733 2.10143  0.390
C 3.42506 7.13365 1.31066  -0.762
C 2.76286 7.46416 2.65479  -0.555
C 1.53373 6.56246 2.79565  -0.505
S 1.88784 5.08189 1.85124  1.327
O 0.97971 5.00659 0.73150  -0.597
O 2.07356 3.97573 2.75733  -0.733
C 3.48456 5.61208 1.24114  -0.766
H 4.41728 7.57574 1.22763  0.374
H 2.81310 7.52114 0.49250  0.314
H 3.46322 7.25904 3.46684  0.253
H 2.48636 8.51510 2.72016  0.349
H 1.34941 6.29264 3.83235  0.282
H 0.64554 7.02777 2.36925  0.413
H 3.64078 5.23137 0.23334  0.448
H 4.24519 5.21606 1.91450  0.376
C -5.20727 -9.70179 1.03624  -0.447
C -5.44563 -9.67050 2.55080  -0.643
C -5.34145 -8.20844 3.00186  -0.648
S -5.81986 -7.21193 1.58696  1.037
O -4.67324 -6.45243 1.14875  -0.518
O -7.08800 -6.58583 1.84850  -0.689
C -6.06166 -8.57795 0.45810  -0.721
H -5.47150 -10.66632 0.60481  0.363
H -4.15125 -9.51494 0.82492  0.183
H -6.44486 -10.05273 2.76956  0.305
H -4.73237 -10.29729 3.08443  0.336
H -6.00872 -7.99163 3.83249  0.332
H -4.31958 -7.94325 3.26828  0.363
H -5.76468 -8.28278 -0.54597  0.381
H -7.11974 -8.83826 0.47543  0.362
C -6.11859 7.50128 -2.38268  -0.575
C -6.60996 6.37146 -1.46938  -0.709
C -5.87738 5.09126 -1.88842  -0.472
S -4.30647 5.61724 -2.58267  1.010
O -4.28497 5.28154 -3.98224  -0.688
O -3.23715 5.23182 -1.69220  -0.568
C -4.59907 7.37343 -2.42090  -0.714
H -6.42756 8.47963 -2.01756  0.352
H -6.52962 7.37003 -3.38624  0.300
H -6.36762 6.61133 -0.43172  0.306
H -7.68979 6.24334 -1.53109  0.332
H -5.69213 4.43430 -1.04081  0.267
H -6.42150 4.55295 -2.66263  0.402
H -4.14207 7.90037 -3.25548  0.386
H -4.15263 7.69898 -1.48117  0.350
C 7.70401 -7.19209 -4.44896  -0.548
C 6.75260 -7.41991 -5.63034  -0.675
C 5.83878 -6.19190 -5.72758  -0.374
S 6.77760 -4.81601 -5.05644  1.114
O 6.12847 -4.35850 -3.84564  -0.623
O 7.12204 -3.90905 -6.11561  -0.705
C 8.22219 -5.76546 -4.60220  -0.754
H 8.51933 -7.91382 -4.44090  0.355
H 7.15566 -7.29157 -3.50881  0.281
H 7.33255 -7.52053 -6.54989  0.290
H 6.17096 -8.33288 -5.50983  0.348
H 5.56592 -5.96901 -6.75614  0.408
H 4.93996 -6.31187 -5.12394  0.121
H 8.65545 -5.36302 -3.68912  0.389
H 8.93697 -5.69155 -5.42129  0.354
C 0.74995 8.88957 8.76468  -0.598
C 0.42293 7.39351 8.84324  -0.627
C -0.12246 6.97039 7.47404  -0.660
S 0.61880 8.08115 6.27453  1.174
O -0.41898 8.88532 5.68484  -0.731
O 1.56501 7.34850 5.46206  -0.702
C 1.51297 9.07952 7.45777  -0.737
H 1.33602 9.22102 9.62054  0.349
H -0.17563 9.46939 8.74424  0.296
H 1.33379 6.83346 9.06564  0.303
H -0.29396 7.17812 9.63429  0.324
H 0.14891 5.94618 7.22846  0.344
H -1.20290 7.09113 7.41781  0.385
H 1.54062 10.11315 7.11998  0.400
H 2.52498 8.68095 7.53096  0.361


Going through the records in order, we get LUMO values of 0.54; -3.61 eV.
Going through the records in order, we get calculated total energy values of -130821.0903; -224318.0868 eV.
Going through the records in order, we get max |F| values of 3.67; 4.61 eV Å⁻¹.